[1]
{
  "formula": "C2H5N3O2",
  "method": "ωB97M-V/def2-TZVPD",
  "gap_ev": [7.202, 7.202],
  "charge": 2,
  "e_tot_ev": -10696.39245,
  "relative_energy_kcal_mol": 13.0,
  "elements": ["O", "O", "N", "N", "N", "C", "C", "H", "H", "H", "H", "H"],
  "coordinates": [[-3.07, -0.64, -0.14], [-1.56, 1.50, -0.14], [-3.97, -0.04, 0.27], [-0.30, -0.57, 0.02], [1.72, 0.64, 0.07], [-1.08, 0.45, 0.01], [1.19, -0.49, 0.13], [1.31, 1.61, 0.08], [-0.72, -1.48, 0.09], [1.92, -1.34, 0.16], [2.80, 0.70, 0.17], [-5.00, -0.47, 0.23]]
}

[2]
{
  "formula": "C36H49N8O2S2ScSeSiTe",
  "method": "ωB97M-V/def2-TZVPD",
  "gap_ev": 4.066,
  "e_tot_ev": -177033.79016,
  "relative_energy_kcal_mol": 41.0,
  "elements": ["Te", "Se", "Sc", "S", "S", "Si", "O", "O", "N", "N", "N", "N", "N", "N", "N", "N", "C", "C", "C", "C", "C", "C", "C", "C", "C", "C", "C", "C", "C", "C", "C", "C", "C", "C", "C", "C", "C", "C", "C", "C", "C", "C", "C", "C", "C", "C", "C", "C", "C", "C", "C", "C", "H", "H", "H", "H", "H", "H", "H", "H", "H", "H", "H", "H", "H", "H", "H", "H", "H", "H", "H", "H", "H", "H", "H", "H", "H", "H", "H", "H", "H", "H", "H", "H", "H", "H", "H", "H", "H", "H", "H", "H", "H", "H", "H", "H", "H", "H", "H", "H", "H"],
  "coordinates": [[2.11, -0.75, -0.39], [-0.07, 2.20, -0.26], [-0.63, -0.44, -0.19], [-1.62, -3.03, -0.03], [-0.26, -2.94, 6.40], [-0.10, 4.18, -1.32], [-0.51, -3.63, 0.66], [-2.32, -1.97, 0.72], [2.52, 0.45, 7.70], [-0.03, -0.56, -2.91], [-0.22, -0.83, 2.34], [1.99, 1.22, 2.78], [-2.80, 0.89, 0.87], [3.35, 2.82, 4.13], [-1.26, -2.28, -1.36], [-2.55, 0.32, -1.79], [-2.62, -5.54, 0.37], [0.31, -0.45, 7.47], [1.52, -1.27, -5.11], [-4.45, -6.45, -0.90], [3.55, 3.11, 2.67], [-1.28, -1.25, 4.46], [1.20, 0.58, 7.75], [-0.44, -2.84, -2.37], [0.94, -2.28, -4.31], [-1.15, -0.57, 3.26], [2.99, -0.76, 7.44], [0.15, -1.87, -3.22], [2.83, 2.00, 1.87], [-3.74, -4.19, -1.30], [0.59, -4.58, -3.69], [1.08, 2.11, 3.50], [-3.98, 1.03, 0.02], [0.81, -1.68, 7.10], [0.53, 0.34, -3.67], [-0.36, -2.24, 4.75], [2.18, -1.86, 7.14], [1.32, 0.03, -4.79], [0.59, -2.55, 3.80], [3.78, 1.41, 4.45], [0.90, 5.35, -0.24], [-3.54, 1.31, -1.40], [2.81, 0.46, 3.69], [-2.77, -4.34, -0.33], [0.62, -1.83, 2.61], [-4.59, -5.25, -1.59], [-0.20, -4.17, -2.60], [1.14, -3.67, -4.54], [-3.47, -6.60, 0.08], [1.89, 2.99, 4.49], [0.68, 4.11, -3.01], [-1.83, 4.89, -1.47], [0.77, -5.63, -3.85], [-2.34, 4.85, -0.50], [3.36, -0.28, 3.11], [1.62, 3.54, -2.97], [1.64, 4.05, 4.41], [1.76, -3.99, -5.38], [-5.34, -5.15, -2.36], [3.14, 4.10, 2.47], [-2.13, 0.53, -2.68], [0.46, 5.39, 0.76], [-1.81, 0.26, 3.05], [0.38, 1.38, -3.36], [0.55, 2.71, 2.76], [-4.42, 1.31, -2.05], [1.93, 4.97, -0.16], [3.54, 1.32, 1.39], [3.73, 1.28, 5.52], [-2.06, -0.98, 5.17], [-4.53, 0.08, 0.04], [4.07, -0.87, 7.46], [0.91, 5.12, -3.38], [1.78, 2.67, 5.52], [2.62, -2.82, 6.91], [-1.81, 5.94, -1.81], [4.63, 3.13, 2.48], [-3.82, -3.26, -1.85], [1.75, 0.83, -5.37], [-2.40, 1.79, 1.09], [1.32, -3.33, 3.98], [-5.10, -7.29, -1.13], [2.13, -1.55, -5.97], [1.38, -2.00, 1.86], [2.21, 2.42, 1.08], [-2.97, -0.60, -1.85], [0.93, 6.36, -0.66], [0.02, 3.62, -3.74], [-2.43, 4.32, -2.20], [-0.76, -0.29, 7.53], [-0.61, -4.91, -1.92], [0.35, 1.51, 4.05], [-3.36, -7.54, 0.60], [3.90, 3.46, 4.69], [-1.83, -5.62, 1.10], [-4.66, 1.81, 0.35], [2.17, -0.06, 4.41], [-3.06, 0.43, 1.73], [-3.08, 2.29, -1.45], [4.81, 1.30, 4.11], [0.82, 1.57, 8.02]]
}

[3]
{
  "formula": "C9H9N4O10Pt",
  "method": "ωB97M-V/def2-TZVPD",
  "gap_ev": 9.395,
  "charge": 1,
  "e_tot_ev": -39150.74510,
  "elements": ["Pt", "O", "O", "O", "O", "O", "O", "O", "O", "O", "O", "N", "N", "N", "N", "C", "C", "C", "C", "C", "C", "C", "C", "C", "H", "H", "H", "H", "H", "H", "H", "H", "H"],
  "coordinates": [[-0.14, 0.93, 0.31], [-1.07, 0.29, -3.50], [-2.02, 1.47, 0.51], [3.91, 0.85, 0.37], [-0.24, 1.27, -1.67], [-0.19, 0.16, 2.15], [-1.41, 3.60, 0.60], [-2.94, -4.08, -1.04], [1.77, 0.22, 0.12], [-0.88, -1.71, 3.17], [-3.48, 3.03, 0.38], [-2.32, 2.80, 0.50], [2.30, 2.33, 0.77], [-0.97, -0.73, -0.17], [0.94, 2.65, 0.83], [-0.75, -1.06, 2.18], [-1.92, -2.72, 0.54], [-2.29, -2.95, -0.80], [-1.24, -1.56, 0.83], [-1.98, -2.02, -1.81], [2.64, 1.08, 0.40], [-0.87, 0.29, -2.33], [-1.30, -0.88, -1.45], [4.34, -0.49, -0.04], [-3.19, -4.17, -1.97], [0.69, 3.41, 0.20], [0.68, 2.93, 1.78], [3.98, -0.69, -1.04], [-2.16, -3.43, 1.32], [3.95, -1.22, 0.67], [5.42, -0.45, 0.00], [3.00, 3.02, 1.01], [-2.27, -2.17, -2.84]]
}

[4]
{
  "formula": "C16H26Cl3GeN4O6Pm",
  "method": "ωB97M-V/def2-TZVPD",
  "gap_ev": [8.478, 7.377],
  "charge": 1,
  "e_tot_ev": -145897.70766,
  "multiplicity": 6,
  "relative_energy_kcal_mol": 20.4,
  "s_squared": 8.765,
  "elements": ["Pm", "Ge", "Cl", "Cl", "Cl", "O", "O", "O", "O", "O", "O", "N", "N", "N", "N", "C", "C", "C", "C", "C", "C", "C", "C", "C", "C", "C", "C", "C", "C", "C", "C", "H", "H", "H", "H", "H", "H", "H", "H", "H", "H", "H", "H", "H", "H", "H", "H", "H", "H", "H", "H", "H", "H", "H", "H", "H", "H"],
  "coordinates": [[8.68, 11.53, 8.14], [8.77, 11.98, 4.20], [10.25, 13.62, 3.89], [9.99, 10.66, 5.74], [7.52, 12.90, 5.99], [6.66, 12.59, 8.95], [6.92, 9.76, 7.93], [6.45, 9.85, 11.19], [7.83, 15.99, 8.70], [8.83, 14.06, 8.97], [8.08, 11.01, 10.24], [10.15, 6.92, 9.12], [10.90, 12.13, 9.29], [6.88, 7.66, 7.15], [10.11, 9.33, 8.55], [6.84, 10.81, 10.54], [11.10, 10.90, 11.51], [11.76, 12.84, 8.53], [13.00, 12.10, 10.26], [6.47, 13.99, 8.79], [6.86, 6.21, 7.45], [6.81, 8.53, 8.12], [10.80, 5.90, 8.25], [7.81, 14.66, 8.84], [10.18, 8.19, 8.82], [13.08, 12.81, 9.05], [7.02, 8.03, 5.75], [11.61, 11.67, 10.36], [5.88, 11.80, 9.90], [9.58, 6.38, 10.39], [11.37, 13.43, 7.20], [13.78, 11.95, 10.99], [8.82, 16.16, 8.69], [11.67, 5.47, 8.70], [11.60, 12.67, 6.44], [11.98, 14.31, 6.92], [10.33, 13.66, 7.16], [5.33, 12.42, 10.62], [10.08, 10.57, 11.44], [6.66, 8.07, 9.12], [6.17, 7.60, 5.12], [10.30, 5.60, 10.63], [11.77, 10.05, 11.60], [10.07, 5.12, 8.06], [8.59, 5.98, 10.31], [5.99, 14.29, 7.88], [6.88, 6.14, 8.56], [5.21, 11.17, 9.36], [5.82, 14.29, 9.63], [7.92, 7.58, 5.37], [6.07, 5.65, 7.02], [7.81, 5.79, 7.07], [14.00, 13.28, 8.70], [7.16, 9.10, 5.70], [11.05, 6.29, 7.29], [9.61, 7.15, 11.17], [11.23, 11.45, 12.43]]
}

[5]
{
  "formula": "C26H42BO28S7",
  "method": "ωB97M-V/def2-TZVPD",
  "gap_ev": 6.255,
  "charge": -1,
  "e_tot_ev": -161476.30806,
  "elements": ["S", "S", "S", "S", "S", "S", "S", "O", "O", "O", "O", "O", "O", "O", "O", "O", "O", "O", "O", "O", "O", "O", "O", "O", "O", "O", "O", "O", "O", "O", "O", "O", "O", "O", "O", "C", "C", "C", "C", "C", "C", "C", "C", "C", "C", "C", "C", "C", "C", "C", "C", "C", "C", "C", "C", "C", "C", "C", "C", "C", "C", "B", "H", "H", "H", "H", "H", "H", "H", "H", "H", "H", "H", "H", "H", "H", "H", "H", "H", "H", "H", "H", "H", "H", "H", "H", "H", "H", "H", "H", "H", "H", "H", "H", "H", "H", "H", "H", "H", "H", "H", "H", "H", "H"],
  "coordinates": [[-0.32, -2.33, -0.49], [9.01, -6.03, 0.89], [-14.95, 9.00, -4.06], [14.54, -4.32, 2.89], [-4.15, -6.12, 2.36], [-3.74, 5.05, 0.56], [-8.12, 7.46, -3.09], [-3.83, 3.63, 0.32], [-13.82, 8.16, -3.23], [-5.37, -6.89, 2.35], [13.62, -4.51, 4.22], [9.39, -5.84, -0.49], [-4.71, 5.78, 1.34], [-4.09, -4.74, 2.80], [7.41, -6.32, 0.95], [-7.49, 5.96, -3.08], [13.32, -4.07, 1.83], [15.17, -5.58, 2.58], [-3.45, -6.22, 0.89], [0.47, -2.90, 0.71], [-7.22, 8.33, -3.80], [-3.02, -6.96, 3.19], [-3.57, 5.80, -0.88], [9.51, -7.51, 1.36], [0.07, -3.00, -1.86], [-7.98, 7.76, -1.49], [-14.89, 10.38, -3.62], [1.40, -0.46, 0.12], [15.27, -3.08, 3.02], [-16.17, 8.23, -4.07], [0.38, 1.67, 0.18], [-14.25, 8.90, -5.53], [-9.53, 7.36, -3.40], [-2.26, 5.38, 1.15], [9.34, -5.09, 1.94], [-0.91, -0.03, 1.72], [-7.72, 6.54, -0.81], [-0.81, -0.68, 2.98], [12.30, -4.05, 3.95], [-12.91, 7.56, -4.15], [8.40, -8.22, 1.91], [5.55, -2.85, 0.76], [12.07, -4.35, 2.47], [-2.10, -6.65, 1.05], [-1.45, 5.95, 0.12], [3.95, -0.09, 0.34], [-12.90, 8.47, -5.37], [0.12, -0.52, -0.65], [4.51, -0.84, -1.01], [7.18, -7.71, 1.15], [3.07, 1.32, 0.18], [4.27, -0.30, -2.54], [4.98, -2.09, 2.10], [4.15, -0.66, 1.89], [5.34, -2.26, -0.77], [-0.69, 0.62, 0.20], [-6.92, 5.69, -1.79], [-2.14, 0.96, -0.49], [-2.42, 6.65, -0.82], [-2.11, -7.56, 2.27], [-2.15, -2.68, -0.24], [1.53, 0.92, 0.72], [-6.99, 4.62, -1.57], [11.58, -4.56, 4.59], [-0.71, 6.64, 0.55], [-2.43, 2.10, -0.51], [1.69, 0.96, 1.89], [5.17, -0.71, -3.21], [-2.28, -3.86, -0.38], [-0.50, -1.01, 4.08], [-0.93, 5.14, -0.39], [8.33, -7.96, 2.98], [-2.12, 0.53, -1.59], [3.68, -0.04, 2.77], [-12.55, 7.96, -6.27], [-1.12, -7.65, 2.73], [-13.29, 6.57, -4.40], [6.13, -3.86, 0.93], [11.28, -3.73, 2.04], [-2.49, -8.56, 2.02], [-1.75, -7.17, 0.15], [-5.87, 5.99, -1.82], [7.10, -8.19, 0.17], [3.29, -0.69, -3.05], [8.54, -9.30, 1.81], [-2.86, -2.19, -1.03], [0.46, -0.31, -1.76], [3.60, 2.11, 0.88], [-2.98, 0.40, 0.13], [-12.28, 9.36, -5.20], [-2.00, 6.81, -1.82], [11.84, -5.41, 2.31], [-8.69, 6.07, -0.58], [-2.48, -2.46, 0.88], [4.35, 0.89, -2.60], [-2.74, 7.62, -0.41], [3.06, 1.65, -0.96], [5.74, -2.83, -1.74], [5.11, -2.51, 3.19], [-7.18, 6.72, 0.12], [12.27, -2.98, 4.14], [-1.48, -5.76, 1.22], [-11.92, 7.47, -3.69], [6.25, -7.87, 1.70]]
}

[6]
{
  "formula": "C19H24F9HgNO15S3",
  "method": "ωB97M-V/def2-TZVPD",
  "gap_ev": 8.842,
  "e_tot_ev": -113428.10870,
  "relative_energy_kcal_mol": 105.7,
  "elements": ["Hg", "S", "S", "S", "F", "F", "F", "F", "F", "F", "F", "F", "F", "O", "O", "O", "O", "O", "O", "O", "O", "O", "O", "O", "O", "O", "O", "O", "N", "C", "C", "C", "C", "C", "C", "C", "C", "C", "C", "C", "C", "C", "C", "C", "C", "C", "C", "C", "H", "H", "H", "H", "H", "H", "H", "H", "H", "H", "H", "H", "H", "H", "H", "H", "H", "H", "H", "H", "H", "H", "H", "H"],
  "coordinates": [[-0.30, -1.05, 0.14], [-1.63, -2.59, -2.01], [0.13, -3.19, 2.76], [-1.42, -1.30, 3.57], [-1.21, 0.99, 2.22], [2.73, -3.14, 3.09], [-0.24, 1.08, 4.16], [1.47, -3.30, 5.07], [1.80, -1.36, 4.03], [0.22, -4.21, -3.13], [-1.71, -5.11, -2.93], [-1.35, -3.65, -4.51], [-2.42, 1.13, 4.03], [-0.78, -4.00, 3.54], [-4.68, -0.68, 0.80], [0.63, -3.89, 1.57], [2.61, 1.86, 0.76], [-3.12, -2.32, -2.17], [-2.77, -1.71, 3.15], [-0.82, -1.34, -2.26], [-0.10, 1.09, -0.69], [-1.35, -3.00, -0.63], [-2.44, -0.15, 0.27], [-1.01, -1.63, 4.94], [1.74, -1.61, -0.95], [3.50, -2.67, -1.95], [-0.99, 3.13, 0.01], [1.57, 0.06, 1.36], [-0.47, -1.63, 2.28], [-0.30, 4.46, -1.82], [-5.98, -0.27, 0.34], [-1.09, -3.99, -3.25], [-5.66, 0.37, -1.08], [2.59, -1.71, -1.86], [3.44, 2.97, 1.25], [2.69, -0.76, -3.04], [2.85, 1.33, 3.02], [-3.68, -0.07, 0.04], [3.27, -1.63, -4.05], [-0.81, 4.49, -0.44], [1.73, -2.68, 3.86], [3.85, 2.46, 2.65], [2.26, 1.02, 1.67], [-0.23, 2.31, -0.86], [4.04, -2.62, -3.24], [-4.29, 0.97, -0.89], [-1.32, 0.67, 3.49], [0.46, 3.16, -1.85], [3.86, -1.26, -4.89], [4.92, 2.24, 2.74], [2.51, -2.21, -4.58], [-1.75, 5.02, -0.31], [2.16, 1.77, 3.73], [4.19, 3.09, 0.47], [-6.28, 0.53, 1.01], [-5.57, -0.42, -1.82], [0.55, 2.79, -2.87], [4.12, -3.66, -3.55], [3.36, 0.40, 3.27], [5.09, -2.31, -3.22], [2.87, 3.90, 1.27], [1.69, -0.34, -3.18], [-4.20, 1.85, -0.25], [-0.21, 5.10, 0.23], [-6.43, 1.08, -1.40], [-1.05, 4.26, -2.59], [3.69, 3.34, 3.28], [-3.58, 0.96, -1.72], [0.36, 5.30, -2.02], [3.36, 0.05, -2.76], [-6.57, -1.19, 0.30], [1.50, 3.40, -1.60]]
}

[7]
{
  "formula": "C24H19Cl2FeN4S2",
  "method": "ωB97M-V/def2-TZVPD",
  "gap_ev": [5.337, 5.517],
  "charge": -1,
  "e_tot_ev": -112262.87505,
  "multiplicity": 5,
  "relative_energy_kcal_mol": 0.0,
  "s_squared": 6.047,
  "elements": ["Fe", "Cl", "Cl", "S", "S", "N", "N", "N", "N", "C", "C", "C", "C", "C", "C", "C", "C", "C", "C", "C", "C", "C", "C", "C", "C", "C", "C", "C", "C", "C", "C", "C", "C", "H", "H", "H", "H", "H", "H", "H", "H", "H", "H", "H", "H", "H", "H", "H", "H", "H", "H", "H"],
  "coordinates": [[0.82, 0.10, -0.47], [-2.07, 0.52, 0.08], [-1.26, 2.45, 2.14], [3.01, -0.16, -1.32], [0.66, 2.24, -1.45], [1.63, 0.67, 1.53], [-0.09, -1.39, -1.65], [1.07, -1.55, 2.09], [0.66, -1.54, 0.88], [-0.25, -2.56, -1.03], [2.79, 1.05, 4.00], [-0.13, -3.85, 1.09], [-0.56, -0.13, -5.08], [2.28, 3.29, -3.37], [-0.69, -0.28, -3.71], [4.20, 1.33, -3.26], [2.20, -0.16, 3.70], [4.36, 2.38, -4.15], [0.91, -2.01, -5.16], [2.80, 2.07, 3.05], [0.80, -2.17, -3.79], [1.63, -0.31, 2.43], [-0.01, -1.31, -3.05], [-2.43, 2.05, 0.88], [2.20, 1.84, 1.83], [-0.67, -4.95, 0.48], [3.39, 3.37, -4.21], [0.09, -2.66, 0.35], [2.11, 2.24, -2.47], [-1.00, -4.87, -0.89], [-0.79, -3.75, -1.63], [0.23, -1.00, -5.82], [3.10, 1.22, -2.41], [1.56, -2.68, -5.72], [2.17, -0.99, 4.39], [1.52, 4.05, -3.41], [0.34, -0.87, -6.89], [-2.40, 2.83, 0.13], [3.24, 1.20, 4.97], [3.26, 3.02, 3.26], [5.23, 2.42, -4.79], [0.14, -3.85, 2.13], [-1.27, 0.41, -3.12], [4.95, 0.55, -3.21], [3.48, 4.20, -4.90], [-1.43, -5.74, -1.38], [-1.06, -3.72, -2.68], [1.38, -2.93, -3.28], [-3.41, 1.97, 1.34], [-1.08, 0.68, -5.57], [2.17, 2.58, 1.03], [-0.85, -5.86, 1.04]]
}

[8]
{
  "formula": "C3H6O2",
  "method": "ωB97M-V/def2-TZVPD",
  "gap_ev": 10.720,
  "smiles": "CC(=O)CO",
  "e_tot_ev": -7302.67926,
  "relative_energy_kcal_mol": 23.0,
  "elements": ["O", "O", "C", "C", "C", "H", "H", "H", "H", "H", "H"],
  "coordinates": [[-0.05, -0.43, 1.68], [1.78, 0.91, -0.09], [1.08, -0.29, -0.38], [-1.53, 0.07, -0.12], [-0.18, -0.28, 0.48], [-2.28, -0.64, 0.23], [1.68, -1.18, -0.12], [1.85, 0.95, 0.87], [-1.51, 0.09, -1.21], [-1.82, 1.06, 0.25], [0.88, -0.29, -1.45]]
}

[9]
{
  "formula": "C5H13NO",
  "method": "ωB97M-V/def2-TZVPD",
  "gap_ev": 10.438,
  "smiles": "CCC(N)=O.CC",
  "e_tot_ev": -8931.60203,
  "relative_energy_kcal_mol": 55.5,
  "elements": ["O", "N", "C", "C", "C", "C", "C", "H", "H", "H", "H", "H", "H", "H", "H", "H", "H", "H", "H", "H"],
  "coordinates": [[-2.76, -1.03, -0.57], [-0.80, -0.89, -1.67], [-1.66, -0.52, -0.61], [-1.10, 0.76, 0.25], [-0.96, 1.89, -0.79], [3.74, -0.16, 2.08], [2.47, -0.43, 1.13], [-0.19, 0.49, 0.86], [-1.52, 0.96, 1.21], [2.47, -1.22, 0.37], [-0.31, -0.13, -2.19], [1.47, -0.44, 1.76], [-1.79, 2.39, -1.18], [4.28, -1.04, 2.53], [-0.41, 1.68, -1.75], [-0.45, 2.77, -0.38], [4.40, 0.47, 1.39], [3.42, 0.50, 3.06], [2.36, 0.40, 0.38], [-1.02, -1.71, -2.18]]
}

[10]
{
  "formula": "C8H21FN2Si",
  "method": "ωB97M-V/def2-TZVPD",
  "gap_ev": 10.045,
  "smiles": "CC(C)(C)[Si](F)(NN)C(C)(C)C",
  "e_tot_ev": -22211.77075,
  "relative_energy_kcal_mol": 42.0,
  "elements": ["Si", "F", "N", "N", "C", "C", "C", "C", "C", "C", "C", "C", "H", "H", "H", "H", "H", "H", "H", "H", "H", "H", "H", "H", "H", "H", "H", "H", "H", "H", "H", "H", "H"],
  "coordinates": [[-0.27, 0.58, -0.46], [0.21, 2.13, -0.60], [-2.24, 0.21, -2.61], [-1.74, 0.44, -1.31], [-2.22, 1.55, 1.44], [2.54, -0.03, -0.91], [-1.04, -0.66, 1.97], [1.09, -0.62, -1.04], [0.87, -0.82, -2.55], [0.25, 1.42, 2.04], [0.90, -2.02, -0.45], [-0.90, 0.70, 1.33], [0.89, -2.00, 0.58], [-2.59, 0.22, -0.67], [0.28, 2.57, 1.79], [1.72, -2.75, -0.79], [-2.09, 2.16, 2.36], [0.02, 1.35, 3.19], [2.60, 0.52, 0.10], [-0.04, -0.97, 2.19], [-2.07, 1.19, -3.13], [1.26, 1.24, 1.80], [-1.67, -1.36, 1.39], [-1.75, -0.57, 2.87], [1.74, -1.43, -2.83], [2.55, 0.66, -1.75], [-2.18, 2.04, 0.47], [-0.11, -1.52, -2.79], [-3.07, 0.88, 1.46], [0.78, 0.14, -3.04], [-0.02, -2.47, -0.67], [-1.75, -0.47, -3.19], [3.15, -0.82, -1.21]]
}